No. 1
Density functional theory data (wB97M-V/def2-TZVPD) for a molecular structure, C45H91Br22IN3O9P2.

The calculation puts the molar mass at 2764.975 g mol⁻¹. The calculated total energy is -1638645.646 eV. Its frontier orbital gap is 8.4 eV. The calculation puts the maximum force at 3.44 eV/A. Its spin multiplicity is 1. For the LUMO energy, the calculation gives -2.285 eV. The total charge is +1. For the HOMO energy, the calculation gives -10.70 eV.

Geometry as XYZ:
```
173
Properties=species:S:1:pos:R:3:mulliken_charge:R:1
I -0.32917 4.34128 -1.54324 -0.012
Br 6.25092 1.45738 -1.37198 -0.149
Br 5.76800 -0.30748 -8.42085 -0.098
Br 3.80194 -6.78321 11.01545 -0.120
Br -2.21391 6.12332 0.43048 -0.100
Br 3.49726 3.29766 -6.49914 -0.128
Br 3.18238 1.00353 -10.70042 -0.118
Br -8.33519 0.00011 -5.29024 -0.156
Br -0.04521 -3.50831 -1.39068 0.147
Br 7.44868 -6.33098 11.33923 -0.127
Br 2.13725 -3.95181 -4.30975 -0.157
Br -4.33802 -4.49734 -5.73244 -0.173
Br -5.87247 2.77746 1.41821 -0.120
Br -7.99036 -4.71440 -5.18361 -0.118
Br 3.79025 8.06767 -5.02414 -0.137
Br -9.07439 -0.92647 -1.82888 -0.132
Br 6.19145 1.26122 -5.07037 -0.111
Br 1.85650 11.15804 -5.59082 -0.126
Br 1.53871 -3.82574 8.75137 -0.140
Br -4.42206 8.82909 -0.77303 -0.137
Br -7.60705 3.08992 -1.77594 -0.129
Br 5.41722 3.71043 -9.62434 -0.128
Br 5.17964 -3.75020 8.08572 -0.111
P -1.81164 2.25855 1.97662 -0.390
P -3.39063 -2.43862 1.23810 0.568
O 0.98758 6.04278 0.38046 -0.495
O 1.23209 -1.50791 2.04653 -0.296
O -1.39859 2.47158 3.53780 -0.468
O -2.88843 -2.96855 -0.16953 -0.062
O 1.78037 0.03087 4.96900 -0.136
O -2.36706 3.66010 1.38546 -0.287
O -4.87368 -1.91229 0.94431 -0.218
O -3.41246 -3.50325 2.27233 -0.846
O 1.42074 1.96116 3.31350 0.005
N 1.97760 1.86795 2.02372 0.114
N 1.57601 -0.91881 -0.12525 0.373
N -0.12310 0.18272 1.35887 1.613
C -3.98242 -4.06601 -2.05684 -0.866
C -6.89814 -0.86846 1.81805 -0.914
C 1.03442 3.94970 1.37551 -0.905
C 2.92176 -4.82664 1.81270 -0.722
C -0.19979 -1.20814 5.53820 -0.775
C 2.02423 -0.31071 -1.17310 0.480
C -6.71769 -3.37029 -4.59039 0.475
C 1.95144 -3.75726 1.27615 0.274
C 1.18956 0.45992 -2.15278 -1.339
C 2.53838 -5.34501 3.20645 -1.110
C 4.66662 -0.19686 -11.06255 -0.588
C -0.14260 -4.83185 -2.81592 -0.781
C 4.73820 4.70175 -7.02817 -0.106
C 1.23102 -5.28948 -3.22487 -0.624
C 3.94088 -2.28890 8.41864 -0.121
C 1.31646 -0.41237 1.13364 -0.338
C 6.43789 -7.86138 10.69309 -0.599
C -2.32301 -1.05392 1.78394 0.085
C 0.67414 4.92866 0.27159 -0.385
C 2.39874 2.23791 4.30993 -0.711
C -8.27084 2.44028 -0.06620 -0.129
C 7.25540 0.32087 -2.59567 -0.641
C -10.05017 -0.05828 -4.37350 -0.635
C 2.13177 8.66542 -4.20827 -0.485
C 1.25358 -0.89180 5.92099 -0.269
C 7.68133 1.03777 -3.84318 -0.617
C -1.18715 -0.73540 0.78577 -0.337
C 1.08680 2.45564 1.06294 0.357
C 2.91258 -2.64450 9.45865 -0.646
C -5.67592 -3.08417 -5.63591 -0.629
C 1.23805 9.35794 -5.20137 -0.592
C 3.46194 -0.47461 -1.57074 -1.373
C 2.31676 -2.43053 1.93092 -0.639
C 4.59418 5.04997 -8.48369 -0.541
C 5.24232 -7.43443 9.88561 -0.374
C -7.72882 3.25303 1.07819 -0.637
C 2.11060 1.30571 5.49363 -0.722
C -3.58914 8.58931 0.96593 -0.601
C 2.38812 0.52383 1.70718 -1.239
C -9.91199 0.42524 -2.95652 -0.265
C -3.52503 -4.20248 -0.61198 -0.627
C 4.88859 -1.16422 -9.93207 -0.575
C -5.68495 -1.72684 2.14896 -0.240
C -0.27234 1.66283 1.00233 -0.071
C -2.19545 8.03315 0.84539 -0.656
H 1.30970 1.69021 6.13207 0.505
H -0.25538 -1.06281 4.45658 -0.102
H 3.92225 -4.38654 1.90224 0.341
H -5.12270 -2.18241 -5.38200 0.354
H 5.55980 -1.96270 -10.24019 0.332
H 5.47301 -6.63875 9.18464 0.139
H 7.13186 -8.42514 10.07396 0.345
H -0.87245 -0.50332 6.02871 0.368
H 4.55880 -1.46318 8.76513 0.397
H 3.01140 -6.29956 3.43785 0.383
H -7.30873 -2.47971 -4.39739 -0.186
H -2.30866 4.38718 2.02841 0.384
H 3.52507 -1.38122 -2.18708 0.266
H -5.06728 -1.21560 2.89129 0.261
H 4.48696 5.55647 -6.40587 -0.166
H 4.39259 -0.72606 -11.97221 0.344
H -9.30299 1.32021 -2.87503 0.021
H 1.31086 -0.05877 -3.11218 0.595
H 5.53577 0.42452 -11.25373 0.346
H -5.96483 -2.71583 2.50320 0.333
H 4.82365 -8.28185 9.34745 0.337
H 1.16647 -6.17649 -3.85068 0.441
H 0.23808 9.47864 -4.79094 0.338
H 2.72222 0.09003 2.64945 0.436
H 1.34968 -0.55471 6.95386 0.495
H -4.87429 -4.68520 -2.17948 0.426
H -1.64215 -0.27072 -0.08666 0.386
H 3.76316 0.34778 -2.22029 0.534
H 3.01341 -5.67147 1.12741 0.380
H 1.81357 -1.82182 5.78303 0.006
H 1.46021 -5.41335 3.35804 0.274
H 0.95588 -4.04451 1.62474 0.102
H 3.49645 -2.03439 7.46258 -0.170
H -3.56531 9.57949 1.41494 0.390
H 3.55732 5.13677 -8.79119 0.372
H -0.62390 1.72660 -0.03030 0.725
H -1.93226 -1.30334 2.77056 -0.016
H -1.91845 1.85780 4.06804 0.303
H -4.26530 -3.04444 -2.30772 0.361
H -10.41092 -1.07980 -4.43661 0.404
H 8.08914 2.02535 -3.65502 0.384
H -0.46698 -2.24528 5.72932 0.434
H 6.16676 -8.45010 11.56284 0.373
H 1.65543 7.76238 -3.83236 0.243
H -6.72293 0.14936 2.15472 0.156
H 5.11698 5.97727 -8.70658 0.346
H 8.41573 0.44081 -4.37915 0.363
H -6.29068 -3.73217 -3.66226 -0.166
H -2.78047 -4.99127 -0.52506 0.292
H -1.61406 8.51931 0.06940 0.386
H -10.70812 0.59322 -4.94352 0.392
H 0.48640 4.17928 2.29276 0.241
H -7.75719 4.32171 0.89466 0.428
H 0.12831 0.42536 -1.91371 0.047
H -6.09768 -2.98323 -6.63022 0.469
H -1.66886 8.11459 1.79381 0.361
H 5.73384 4.35108 -6.77449 0.366
H 2.01072 -3.70820 0.19128 -0.295
H 2.40930 9.30139 -3.37450 0.371
H -7.15330 -0.90627 0.76142 0.092
H 8.12153 -0.00623 -2.02526 0.435
H -0.71521 -5.66191 -2.40676 0.396
H 2.91325 -4.64939 3.96381 0.278
H 3.21321 -2.00734 1.47594 0.458
H 3.40918 2.06577 3.94472 0.355
H 6.62124 -0.53371 -2.81007 0.337
H 3.34241 -3.14897 10.31831 0.445
H 2.38360 -1.75308 9.78909 0.360
H 2.07171 4.22127 1.59123 0.611
H -0.74532 -1.69326 0.52483 -0.661
H 1.61297 2.38087 0.10332 0.744
H 1.87434 -5.49127 -2.37487 0.301
H -9.35414 2.52546 -0.12236 0.430
H -0.23098 0.12704 2.38002 -0.257
H 1.18022 8.83182 -6.14833 0.380
H -10.88886 0.60549 -2.51260 0.375
H -4.37772 -4.42007 0.02627 0.473
H -4.24708 7.94618 1.54109 0.348
H 3.96412 -1.59215 -9.55951 0.374
H -7.99589 1.39295 -0.00199 -0.108
H -3.00130 -0.20759 1.87858 0.566
H 3.03870 1.21118 6.07236 0.360
H -0.69980 -4.37842 -3.62964 0.442
H 1.58120 1.46954 -2.28696 0.314
H -8.26626 3.02915 1.99705 0.363
H -7.73677 -1.23249 2.41706 0.399
H 3.27013 0.60380 1.07140 0.204
H 4.11236 -0.57355 -0.70722 0.421
H 2.25041 3.26437 4.65731 0.394
H -3.23260 -4.43535 -2.75612 0.032
H 2.59996 -2.68158 2.95832 0.219
```

***

No. 2
Density functional theory data (wB97M-V/def2-TZVPD) for a molecular structure, C32H44N3O5PPbSe3.

The calculation puts the molar mass at 1025.774 g mol⁻¹. The calculated total energy is -259169.604 eV. Its frontier orbital gap is 8.2 eV. The calculation puts the maximum force at 0.87 eV/A. Its spin multiplicity is 1. The calculation puts the energy above the lowest of the compared OMol25 structures with the same formula, charge and spin at 7.3 kcal per mole. For the LUMO energy, the calculation gives -4.631 eV. The total charge is +2. For the HOMO energy, the calculation gives -12.85 eV.

Geometry as XYZ:
```
89
Properties=species:S:1:pos:R:3:nbo_charge:R:1
Pb -0.76488 -0.16275 -0.11783 1.219
Se 1.96765 0.15060 -0.54589 -0.553
Se -0.78018 0.29027 -2.86804 -0.574
Se 0.87816 1.51910 2.95074 0.659
P 1.40573 0.52379 -2.64008 1.065
O -1.52123 2.48026 -0.20671 -0.584
O 0.82044 -3.63041 1.16969 -0.642
O -3.88261 -0.72828 2.06129 -0.543
O -3.86647 0.54982 -0.64975 -0.541
O 1.82319 0.05986 3.64032 -0.614
N -1.89964 -5.18535 -1.83702 -0.492
N -0.96754 -2.65612 -0.84053 -0.723
N 1.06394 -1.56866 2.17465 -0.624
C 1.88248 2.20017 -3.11182 -0.463
C -3.70876 -0.78870 3.46788 -0.251
C 3.65163 -2.55749 -4.10744 -0.199
C 1.13439 2.12756 5.75528 -0.251
C -0.58242 -4.62203 -2.28540 -0.247
C -2.26194 -3.19905 -0.43107 -0.254
C 1.79421 -1.13262 3.16782 0.686
C 3.52284 -2.38571 -5.47802 -0.176
C -0.73528 3.42313 0.50684 -0.258
C 1.91403 4.23828 6.60480 -0.178
C -2.90407 2.85398 -0.20506 -0.094
C 1.01925 3.25836 -2.84607 -0.190
C 2.27011 -0.62747 -3.74252 -0.456
C 1.27547 2.61873 4.46364 -0.145
C 1.41901 4.55340 -3.13009 -0.191
C 2.13839 -0.45356 -5.11953 -0.121
C 3.02154 -1.68161 -3.23503 -0.207
C -4.99146 0.27338 0.19307 -0.080
C 1.70747 3.91837 4.23197 -0.253
C 1.36425 -2.90842 1.98824 0.712
C 2.46043 -3.36719 2.93355 -0.511
C -2.24075 -4.72482 -0.45172 -0.247
C 3.53561 3.73069 -3.92828 -0.215
C 2.67268 4.78793 -3.67909 -0.169
C 2.67476 -2.15996 3.83216 -0.495
C 1.47013 2.94118 6.82461 -0.181
C -0.63213 -3.09811 -2.19298 -0.255
C -4.79304 0.28560 1.69741 -0.092
C 2.76295 -1.33763 -5.98239 -0.216
C -3.74119 1.91205 -1.06008 -0.089
C 3.15013 2.43120 -3.63944 -0.119
C 2.01854 4.72934 5.31168 -0.194
H -5.79378 0.97571 -0.05088 0.188
H -0.91245 4.43235 0.12553 0.196
H -3.28193 1.87948 -2.04826 0.208
H 1.37530 2.56224 7.83307 0.231
H -0.38796 -4.94417 -3.30725 0.244
H 2.66495 -1.20593 -7.05148 0.235
H 0.19095 -5.01181 -1.62329 0.237
H 4.25542 -3.36517 -3.71558 0.227
H -1.88394 -6.20501 -1.87637 0.446
H -0.97480 3.40759 1.57822 0.174
H -4.44023 1.25912 2.05504 0.168
H 0.78246 1.11862 5.92418 0.224
H 2.18214 4.86952 7.44068 0.234
H -4.74747 2.33095 -1.15315 0.195
H -2.49205 -2.85827 0.58013 0.257
H 1.56012 0.37737 -5.50629 0.223
H 3.82556 1.60464 -3.82011 0.219
H 1.80162 4.28516 3.21739 0.223
H 2.32632 -2.32219 4.85289 0.257
H 4.51478 3.91465 -4.34917 0.233
H -5.76572 0.09151 2.16592 0.190
H 2.16522 -4.26938 3.46498 0.255
H -2.97006 3.84714 -0.66364 0.199
H -3.03266 -2.81067 -1.10631 0.213
H 4.02759 -3.05903 -6.15763 0.233
H 0.31143 3.15754 0.36131 0.211
H 2.98018 5.79769 -3.91518 0.233
H -2.97138 -1.56379 3.65921 0.191
H 0.74964 5.37877 -2.92716 0.224
H 2.35903 5.74132 5.14083 0.233
H -5.31167 -0.73396 -0.08042 0.193
H -4.65051 -1.03454 3.96882 0.183
H 3.34398 -3.60691 2.34052 0.255
H 0.03813 3.06302 -2.42977 0.230
H -3.29106 2.92630 0.81703 0.182
H 3.13372 -1.79436 -2.16388 0.235
H -3.20348 -5.14220 -0.16050 0.243
H -1.36869 -2.69878 -2.89558 0.221
H -0.25212 -2.99651 -0.18079 0.435
H -3.34867 0.16385 3.86390 0.174
H 3.70121 -1.80077 3.88417 0.260
H 0.33804 -2.69138 -2.47892 0.260
H -2.62815 -4.86421 -2.47891 0.432
H -1.46481 -5.08658 0.22295 0.243
```